# 1
C42H36Br2MoN2P2 | ωB97M-V/def2-TZVPD

Geometry (Å):
1 Mo 0.29546 -0.08995 0.45668
2 C -1.44320 -1.16394 3.40215
3 C -0.91458 -0.04944 2.56235
4 C 0.43503 0.37948 2.68216
5 C 0.85935 1.58500 2.05475
6 C 0.05024 2.23412 1.12457
7 C -1.18485 1.65084 0.79536
8 C -1.68519 0.56734 1.57381
9 H -2.29077 -1.66056 2.93279
10 H -1.79068 -0.73758 4.34783
11 H -0.66859 -1.89217 3.63827
12 H 1.09958 -0.12608 3.37053
13 H 1.83424 1.98544 2.29184
14 H 0.38740 3.12953 0.61904
15 H -1.81395 2.09912 0.03971
16 H -2.67592 0.18576 1.35889
17 Br -4.94817 -2.32146 -3.23140
18 C -3.46198 -1.71751 -2.31527
19 C -2.95473 -0.43399 -2.53624
20 C -1.86236 -0.02458 -1.81074
21 N -1.24914 -0.80473 -0.89890
22 C -1.70672 -2.06259 -0.71492
23 C -2.81018 -2.53934 -1.39421
24 C -0.90401 -2.87746 0.22035
25 C -1.17887 -4.20329 0.48520
26 C -0.35030 -4.92375 1.34862
27 Br -0.69846 -6.69952 1.72354
28 C 0.73919 -4.26307 1.91479
29 C 0.94436 -2.93740 1.60898
30 N 0.15326 -2.23735 0.77877
31 H -3.40798 0.23261 -3.25709
32 H -1.44394 0.96271 -1.96025
33 H -3.17912 -3.54170 -1.23329
34 H -2.02616 -4.69631 0.03189
35 H 1.41321 -4.77075 2.59106
36 H 1.76552 -2.40283 2.05993
37 C 3.68342 1.47980 0.24110
38 P 2.86420 -0.14340 0.58082
39 C 3.81062 -0.91827 1.89019
40 C 4.04383 -0.16766 3.04942
41 C 4.76680 -0.70974 4.09934
42 C 5.26961 -2.00101 3.99837
43 C 5.04108 -2.75211 2.85300
44 C 4.30680 -2.22144 1.80265
45 C 2.78225 -1.01159 -0.98844
46 C 3.55460 -2.01047 -1.57392
47 C 3.17324 -2.52339 -2.80635
48 C 2.02785 -2.07697 -3.45798
49 C 1.23352 -1.09569 -2.88477
50 C 1.61838 -0.58012 -1.65151
51 P 5.29488 1.37771 -0.68022
52 C 6.42663 0.24857 0.09665
53 C 6.88763 0.46606 1.39989
54 C 7.80627 -0.40947 1.94934
55 C 8.26802 -1.49329 1.20748
56 C 7.82284 -1.70532 -0.09045
57 C 6.90474 -0.83095 -0.65423
58 C 5.93494 2.96277 -0.99277
59 C 7.34028 3.07894 -1.13258
60 C 7.89782 4.29071 -1.46956
61 C 7.07373 5.39493 -1.68576
62 C 5.68198 5.28874 -1.57356
63 C 5.11107 4.08476 -1.24483
64 H 3.86126 1.98526 1.19545
65 H 2.99730 2.10799 -0.33167
66 H 3.68984 0.85428 3.14472
67 H 4.94282 -0.12265 4.99123
68 H 5.83908 -2.42089 4.81764
69 H 5.43413 -3.75757 2.77648
70 H 4.12049 -2.83440 0.93262
71 H 4.45576 -2.37109 -1.10106
72 H 3.78754 -3.28175 -3.27516
73 H 1.76649 -2.49090 -4.42308
74 H 0.34953 -0.73516 -3.39271
75 H 1.12139 0.38420 -1.32931
76 H 6.55555 1.32429 1.97295
77 H 8.18770 -0.23703 2.94742
78 H 9.00226 -2.16152 1.63926
79 H 8.21121 -2.53235 -0.66990
80 H 6.58145 -0.96991 -1.67933
81 H 7.97245 2.21833 -0.95396
82 H 8.97032 4.38930 -1.56604
83 H 7.51342 6.34981 -1.94409
84 H 5.06527 6.15862 -1.75274
85 H 4.03259 4.00903 -1.17196

Atoms 1-3, force components in eV/Å:
Mo -0.315 -0.407 0.270
C -0.019 0.013 -0.018
C 0.048 0.012 -0.003

Results
⟨S²⟩: 2.03
Total energy in hartree: -7629.1397
ΔE to the lowest compared entry with this formula, charge and spin in kcal/mol: 2.00
2S+1: 3
E_HOMO (spin up / spin down) in Eh: -0.6760 / -0.6914
Net charge: +4

# 2
C42H36Cl2N8O2S3Sc | ωB97M-V/def2-TZVPD

Geometry (Å):
1 Sc -0.13440 -0.77681 -0.15340
2 Cl 1.17647 4.57547 -4.16323
3 C 0.30248 3.39450 -3.25262
4 C 0.89781 2.15777 -3.02502
5 C 0.21102 1.20861 -2.28492
6 N 0.63543 -0.08990 -1.97484
7 C 1.55877 -0.77152 -2.66667
8 O 2.34669 -0.39721 -3.51912
9 C 1.50076 -2.24659 -2.30619
10 C 2.26331 -3.17431 -2.99586
11 C 2.10201 -4.51625 -2.70150
12 C 1.18409 -4.89122 -1.72950
13 C 0.48186 -3.90022 -1.06974
14 N 0.63942 -2.60321 -1.34152
15 C -1.07322 1.49011 -1.77734
16 C -1.66103 2.71584 -2.02445
17 C -0.96411 3.66807 -2.75662
18 Cl -1.71556 5.20579 -3.02017
19 N -1.62081 0.44636 -1.00506
20 C -2.94372 0.26773 -0.87733
21 O -3.86878 0.93215 -1.31492
22 C -3.25368 -0.97770 -0.06931
23 C -4.56395 -1.27859 0.27076
24 C -4.81372 -2.43023 0.99404
25 C -3.74796 -3.24093 1.36327
26 C -2.47179 -2.85910 0.99787
27 N -2.22266 -1.75362 0.28849
28 H 1.87473 1.94337 -3.42798
29 H 2.94068 -2.81152 -3.75576
30 H 2.67241 -5.26538 -3.23500
31 H 1.00656 -5.93084 -1.49232
32 H -0.24249 -4.14803 -0.30446
33 H -2.65309 2.92331 -1.66301
34 H -5.33847 -0.59915 -0.05724
35 H -5.82575 -2.69890 1.26778
36 H -3.89835 -4.15213 1.92460
37 H -1.61091 -3.44418 1.29808
38 S -0.71619 2.01012 1.54759
39 C -1.69908 1.33993 2.69023
40 N -2.80626 1.92190 3.16351
41 C -3.63022 1.25054 4.15742
42 C -2.73010 0.68502 5.21881
43 N -1.78073 -0.21996 4.57628
44 C -1.32216 -1.32447 5.43205
45 C -0.49844 -0.79731 6.58111
46 C 0.62427 -0.01148 6.32922
47 C 1.37734 0.48191 7.38091
48 C 1.01986 0.19017 8.69170
49 C -0.09448 -0.59224 8.94688
50 C -0.85459 -1.08055 7.89221
51 C -1.29381 0.02097 3.36544
52 S -0.15890 -0.98343 2.65542
53 C -3.24664 3.24588 2.69924
54 C -4.17874 3.22241 1.51375
55 C -3.91578 4.02626 0.41403
56 C -4.81638 4.09246 -0.64063
57 C -5.97550 3.33578 -0.61229
58 C -6.24180 2.52361 0.48046
59 C -5.35384 2.47551 1.54137
60 H -4.23133 0.46082 3.69527
61 H -4.31094 1.98244 4.58560
62 H -3.29485 0.10425 5.94695
63 H -2.19241 1.47073 5.75601
64 H -0.75621 -2.01138 4.81132
65 H -2.21028 -1.83951 5.80328
66 H 0.90737 0.21357 5.30684
67 H 2.24577 1.09577 7.18196
68 H 1.61054 0.57537 9.51192
69 H -0.37738 -0.81722 9.96640
70 H -1.73038 -1.68650 8.09501
71 H -2.36019 3.83514 2.47049
72 H -3.74069 3.70637 3.55665
73 H -3.00092 4.60693 0.37644
74 H -4.59617 4.72209 -1.49295
75 H -6.66825 3.37560 -1.44195
76 H -7.15267 1.93917 0.50986
77 H -5.59618 1.86204 2.40297
78 C 6.08206 -3.33788 2.28483
79 C 4.62113 -3.19255 2.03810
80 C 3.66846 -4.12273 2.34397
81 C 2.32824 -3.82052 2.02980
82 N 1.96579 -2.69406 1.44540
83 C 2.89575 -1.75752 1.16820
84 S 2.52372 -0.27371 0.49376
85 N 4.20633 -2.04119 1.46184
86 C 1.23466 -4.78786 2.34903
87 H 6.28878 -4.25033 2.83674
88 H 6.45881 -2.48867 2.85654
89 H 6.62082 -3.37284 1.33645
90 H 3.94157 -5.05075 2.82116
91 H 4.88133 -1.32284 1.23254
92 H 1.52213 -5.48597 3.13250
93 H 1.00336 -5.36803 1.45239
94 H 0.34065 -4.24249 2.64725

Atoms 1-3, force components in eV/Å:
Sc -0.140 0.171 0.125
Cl 0.001 -0.005 0.000
C 0.042 -0.021 -0.012

Results
Total energy in hartree: -5086.3658
ΔE to the lowest compared entry with this formula, charge and spin in kcal/mol: 23.26
E_HOMO in Eh: -0.3418
Net charge: +1

# 3
C42H37AlGeN6O5SbSe | ωB97M-V/def2-TZVPD

Geometry (Å):
1 Al -0.58792 -0.29290 0.86527
2 O -5.32187 2.77914 -2.24935
3 C -4.04558 2.48481 -2.03038
4 O -3.16156 2.87891 -2.72770
5 C -3.70396 1.65916 -0.81938
6 C -4.18841 1.71275 0.47815
7 N -3.40231 0.94236 1.24291
8 N -2.43282 0.37113 0.52793
9 C -2.60306 0.80108 -0.72462
10 C -1.63425 0.32032 -1.71982
11 O -1.70585 0.38535 -2.90334
12 O -0.55738 -0.32895 -1.11603
13 H -5.94464 2.30710 -1.68215
14 H -5.00392 2.27017 0.91114
15 H -3.41210 0.87784 2.25848
16 Se -1.06328 -3.18583 4.97255
17 N -0.45778 -1.81776 5.93403
18 C 0.35920 -1.07117 5.27340
19 C 0.94275 0.17681 5.72960
20 C 1.55862 0.95532 4.83673
21 C 1.76910 0.59876 3.41103
22 N 1.55291 -0.83674 3.17838
23 C 0.65247 -1.49635 3.90651
24 N -0.04362 -2.54769 3.52169
25 H 0.79457 0.47379 6.75772
26 H 1.92224 1.93257 5.13116
27 H 2.79472 0.84616 3.13690
28 C -1.23380 -4.04521 1.97645
29 C -0.11135 -3.03199 2.08296
30 N 1.12045 -3.63478 1.67839
31 O -0.39990 -1.92353 1.29855
32 H -1.06636 -4.90223 2.63123
33 H -1.26591 -4.40352 0.95028
34 H -2.18881 -3.58169 2.21697
35 H 1.18794 -4.59399 1.99677
36 H 1.95491 -3.15083 1.98505
37 C 4.03173 -3.90957 -0.82884
38 C 4.29528 -2.54828 -0.93203
39 C 3.31401 -1.68245 -1.38624
40 C 2.05626 -2.20092 -1.70642
41 C 1.78508 -3.56719 -1.60179
42 C 2.78628 -4.41845 -1.16371
43 Sb 0.63279 -1.09741 -2.72546
44 C 1.26267 0.62287 -3.67364
45 C 2.14743 1.48421 -3.02393
46 C 2.55992 2.62494 -3.69234
47 C 2.09956 2.88628 -4.97676
48 C 1.20751 2.02576 -5.60351
49 C 0.77190 0.88454 -4.95108
50 C -0.61586 -2.41623 -3.73763
51 C -1.82152 -2.83845 -3.18680
52 C -2.57990 -3.76650 -3.88288
53 C -2.13613 -4.25206 -5.10692
54 C -0.93051 -3.82420 -5.64243
55 C -0.15308 -2.90030 -4.95733
56 H 4.81623 -4.58035 -0.50435
57 H 5.27913 -2.16621 -0.69617
58 H 3.54771 -0.63443 -1.51902
59 H 0.82276 -3.97206 -1.89135
60 H 2.59888 -5.48163 -1.10164
61 H 2.50162 1.29707 -2.01750
62 H 3.24279 3.30912 -3.21013
63 H 2.43555 3.77459 -5.49445
64 H 0.84735 2.24317 -6.59943
65 H 0.05955 0.22315 -5.42986
66 H -2.17355 -2.46717 -2.23138
67 H -3.51964 -4.10994 -3.47284
68 H -2.73704 -4.97067 -5.64703
69 H -0.59106 -4.20451 -6.59581
70 H 0.79078 -2.57655 -5.38157
71 Ge 0.44164 1.54824 2.16779
72 C -1.00580 2.22981 3.27600
73 C -1.83593 1.29621 3.90785
74 C -2.85795 1.70133 4.75428
75 C -3.06126 3.05930 4.97915
76 C -2.23730 3.99413 4.37111
77 C -1.21178 3.58380 3.52486
78 C 1.30093 2.84721 1.00689
79 C 0.56743 3.87252 0.40985
80 C 1.18401 4.77394 -0.44783
81 C 2.54338 4.66938 -0.70315
82 C 3.28361 3.65202 -0.11631
83 C 2.66355 2.73762 0.72243
84 H 1.70365 -1.14497 2.23046
85 H -1.66171 0.22694 3.76749
86 H -3.47807 0.96919 5.25622
87 H -3.85157 3.38416 5.64232
88 H -2.38387 5.04880 4.56215
89 H -0.57144 4.33067 3.07014
90 H -0.49155 3.98533 0.61646
91 H 0.60746 5.57088 -0.89789
92 H 3.02905 5.39261 -1.34504
93 H 4.35042 3.58762 -0.28978
94 H 3.26518 1.96469 1.18938

Atoms 1-3, force components in eV/Å:
Al -0.052 -0.102 -0.046
O -0.065 0.026 -0.018
C 0.071 -0.001 0.009

Results
Total energy in hartree: -7287.6405
E_HOMO in Eh: -0.5657
Net charge: +3

# 4
C42H37AuN2OSi | ωB97M-V/def2-TZVPD

Geometry (Å):
1 Au -0.22766 1.32485 -0.97061
2 C 4.02746 1.42543 -1.13973
3 C 4.39218 1.32767 0.20151
4 C 3.42749 1.27867 1.19071
5 C 2.06028 1.32109 0.87000
6 C 1.71399 1.38260 -0.48817
7 C 2.68097 1.45238 -1.47543
8 C 1.00116 1.33489 1.84899
9 C 1.17740 1.40351 3.23153
10 C 0.11119 1.47009 4.09081
11 C -1.23811 1.43517 3.58492
12 C -2.36395 1.45605 4.40862
13 C -3.64938 1.37707 3.89598
14 C -3.82398 1.26786 2.52341
15 C -2.72763 1.25100 1.67519
16 C -1.42627 1.34410 2.17866
17 N -0.30686 1.32287 1.38928
18 H 4.77993 1.46295 -1.91713
19 H 5.44005 1.28899 0.47597
20 H 3.73592 1.20101 2.22558
21 H 2.39548 1.51414 -2.52191
22 H 2.18661 1.42155 3.62107
23 H 0.26856 1.53191 5.16016
24 H -2.20604 1.52735 5.47900
25 H -4.50514 1.38847 4.55744
26 H -4.82124 1.18785 2.10530
27 H -2.87330 1.13925 0.61162
28 C -4.38594 0.48492 -1.96076
29 C -4.94846 1.73874 -1.77998
30 C -4.13107 2.83117 -1.55052
31 C -2.75505 2.65800 -1.50028
32 N -2.23634 1.42679 -1.63314
33 C -3.01528 0.36730 -1.86379
34 C -1.75665 3.71997 -1.25863
35 C -2.07371 5.07266 -1.30409
36 C -1.09521 6.02565 -1.07074
37 C 0.20802 5.62678 -0.80477
38 C 0.54133 4.27712 -0.77361
39 C -0.43175 3.31523 -1.00226
40 H -4.99558 -0.38760 -2.15304
41 H -6.02435 1.85837 -1.80547
42 H -4.55196 3.81224 -1.37599
43 H -2.49127 -0.58059 -1.94259
44 H -3.08673 5.38733 -1.53230
45 H -1.35006 7.07825 -1.09720
46 H 0.97433 6.36989 -0.61747
47 H 1.56429 3.98509 -0.57249
48 C -1.79826 -3.58969 -0.49098
49 C -0.45640 -3.55276 -1.23483
50 C -0.73321 -3.48065 -2.74244
51 C 0.33963 -4.82442 -0.91590
52 Si 0.57036 -2.02674 -0.69802
53 O -0.26624 -0.70581 -1.12213
54 C 2.15936 -2.10584 -1.72791
55 C 2.05141 -1.63559 -3.04485
56 C 3.13339 -1.64013 -3.91440
57 C 4.37167 -2.09900 -3.48068
58 C 4.51073 -2.55975 -2.18002
59 C 3.41565 -2.56785 -1.31999
60 C 0.75053 -2.13466 1.17716
61 C -0.37195 -1.76182 1.92806
62 C -0.37226 -1.81148 3.31540
63 C 0.76676 -2.22662 3.99457
64 C 1.90026 -2.58136 3.27673
65 C 1.89015 -2.53189 1.88655
66 H -2.42960 -4.39716 -0.88864
67 H -2.35151 -2.64793 -0.60680
68 H -1.66141 -3.77222 0.57675
69 H -1.40508 -4.29669 -3.04355
70 H 0.18687 -3.57786 -3.32401
71 H -1.21237 -2.53251 -3.01873
72 H -0.22013 -5.71667 -1.22948
73 H 0.53388 -4.91500 0.15920
74 H 1.30215 -4.83566 -1.43952
75 H 1.09552 -1.25090 -3.39199
76 H 3.01451 -1.27915 -4.93014
77 H 5.22292 -2.09391 -4.15244
78 H 5.47325 -2.91680 -1.83119
79 H 3.55704 -2.95859 -0.32097
80 H -1.26301 -1.40426 1.41771
81 H -1.25732 -1.51119 3.86598
82 H 0.77414 -2.25791 5.07853
83 H 2.79816 -2.89258 3.79887
84 H 2.79283 -2.81310 1.36053

Atoms 1-3, force components in eV/Å:
Au 0.271 -0.515 0.095
C 0.049 -0.023 0.105
C -0.057 -0.011 -0.014

Results
⟨S²⟩: 2.04
Total energy in hartree: -2232.5863
ΔE to the lowest compared entry with this formula, charge and spin in kcal/mol: 3.37
2S+1: 3
E_HOMO (spin up / spin down) in Eh: -0.1901 / -0.2926
Net charge: 0

# 5
C42H37I2N2O2P2Ru | ωB97M-V/def2-TZVPD

Geometry (Å):
1 Ru -0.51817 -0.77428 -1.35253
2 I 0.50573 -2.18115 -3.59649
3 C 2.59885 -2.18791 -3.14847
4 I 3.03270 -2.54103 -1.11604
5 H 2.97925 -1.21553 -3.43649
6 H 3.01350 -2.98678 -3.75224
7 C -2.18879 2.02369 -2.40339
8 C -0.84978 2.01403 -3.15092
9 P 0.35490 1.25893 -1.98998
10 C 0.42406 2.52275 -0.69862
11 C -0.37373 2.42964 0.43864
12 C -0.41698 3.46998 1.35268
13 C 0.34504 4.60925 1.13668
14 C 1.14268 4.70926 0.00493
15 C 1.18006 3.67424 -0.91640
16 C 1.97470 1.23068 -2.76490
17 C 3.08761 1.14703 -1.92377
18 C 4.36036 1.10030 -2.47240
19 C 4.52496 1.13996 -3.85156
20 C 3.41859 1.22845 -4.68814
21 C 2.14182 1.27207 -4.14763
22 P -2.38063 0.43853 -1.52475
23 C -3.56682 0.53428 -0.19846
24 C -4.85542 0.98791 -0.49289
25 C -5.78969 1.08641 0.52323
26 C -5.44019 0.74022 1.82346
27 C -4.16003 0.29106 2.11405
28 C -3.21702 0.18345 1.10386
29 C -2.79931 -0.83025 -2.72286
30 C -2.86264 -0.59698 -4.10908
31 C -3.13480 -1.64006 -4.96894
32 C -3.33382 -2.92750 -4.46674
33 C -3.28171 -3.17096 -3.10416
34 C -3.02407 -2.12729 -2.22699
35 H -2.20265 2.80502 -1.64174
36 H -3.04378 2.18830 -3.06170
37 H -0.53827 3.02613 -3.41174
38 H -0.90162 1.41810 -4.06294
39 H -0.93874 1.52847 0.63849
40 H -1.03133 3.38338 2.23927
41 H 0.32136 5.41968 1.85275
42 H 1.73776 5.59683 -0.16225
43 H 1.80503 3.76568 -1.79649
44 H 2.95454 1.13441 -0.84750
45 H 5.22394 1.04183 -1.82344
46 H 5.51969 1.11246 -4.27627
47 H 3.55105 1.27465 -5.76076
48 H 1.28912 1.34998 -4.81189
49 H -5.13363 1.25163 -1.50702
50 H -6.79012 1.43207 0.30227
51 H -6.17334 0.82320 2.61452
52 H -3.88920 0.02728 3.12764
53 H -2.21859 -0.16843 1.33464
54 H -2.72660 0.39795 -4.51076
55 H -3.20455 -1.45814 -6.03281
56 H -3.54402 -3.73980 -5.15013
57 H -3.45129 -4.16679 -2.71872
58 H -3.01410 -2.31157 -1.15988
59 O -0.82804 -2.65945 -0.14471
60 C -0.15809 -2.07449 0.73933
61 N 0.32753 -2.47647 1.89930
62 C 1.13773 -1.41538 2.52631
63 C 1.15391 -0.35532 1.39140
64 O 1.83350 0.62601 1.32438
65 N 0.18349 -0.76193 0.46860
66 C 0.41833 -0.76792 3.70606
67 C 1.11052 0.17483 4.46191
68 C 0.48078 0.81604 5.51434
69 C -0.84052 0.51675 5.82517
70 C -1.52918 -0.42299 5.07484
71 C -0.90617 -1.05950 4.00794
72 C 2.50304 -1.97167 2.89885
73 C 3.68677 -1.56440 2.29537
74 C 4.88827 -2.16525 2.65306
75 C 4.91304 -3.16897 3.60811
76 C 3.73292 -3.56496 4.22455
77 C 2.53591 -2.96417 3.87665
78 H 0.30228 -3.43176 2.22253
79 H 2.14364 0.40004 4.22746
80 H 1.02567 1.54149 6.10337
81 H -1.32470 1.00554 6.65984
82 H -2.54908 -0.67894 5.33195
83 H -1.45122 -1.80398 3.44056
84 H 3.68930 -0.75887 1.57559
85 H 5.80820 -1.83757 2.18695
86 H 5.84985 -3.63407 3.88369
87 H 3.74892 -4.33346 4.98556
88 H 1.62155 -3.25390 4.38484

Atoms 1-3, force components in eV/Å:
Ru -0.068 0.049 0.046
I 0.026 -0.001 -0.065
C -0.022 -0.001 0.012

Results
⟨S²⟩: 0.76
Total energy in hartree: -3255.2482
ΔE to the lowest compared entry with this formula, charge and spin in kcal/mol: 0.00
2S+1: 2
E_HOMO (spin up / spin down) in Eh: -0.4940 / -0.4939
Net charge: +2

Q: The highest total energy belongs to which entry?
A: C42H37AuN2OSi